36
Properties=species:S:1:pos:R:3 method="wB97M-V/def2-TZVPD" homo_energy_ev=-0.8 de_lowest_kcal_mol=0.0 homo_lumo_gap_ev=5.51 total_charge=-2
H 1.359 3.334 -3.669
Cl 3.207 0.945 1.114
Sr 0.760 0.271 0.211
O -1.050 0.289 1.556
H -3.426 -0.651 2.353
F 0.218 -0.158 3.988
F -1.796 2.861 1.802
C -0.137 -2.472 0.297
H 2.988 -2.600 -0.935
H -1.220 -2.503 0.287
C 0.025 1.732 -4.513
C -3.230 0.404 2.586
F -0.078 2.390 3.069
H 2.888 -2.353 1.756
H -3.614 1.025 1.767
H -0.382 -0.203 -5.585
F -1.407 -1.581 3.638
H 2.312 -0.428 -5.707
C 1.256 2.371 -4.165
C 0.336 0.506 -5.178
H -3.753 0.669 3.518
C -1.416 2.148 2.911
C 1.759 0.387 -5.244
C 0.739 -2.540 -0.824
C 2.081 -2.498 -0.340
F -2.059 2.691 3.975
H -0.974 2.122 -4.329
H 0.305 -2.398 2.488
C -1.731 0.619 2.688
C 0.669 -2.397 1.469
C 2.034 -2.399 1.077
C 2.328 1.541 -4.619
H 3.390 1.757 -4.528
H 0.435 -2.672 -1.863
C -1.139 -0.252 3.868
F -1.675 0.044 5.079

35
Properties=species:S:1:pos:R:3 method="wB97M-V/def2-TZVPD" homo_energy_ev=-12.3 de_lowest_kcal_mol=0.0 smiles="CCP(N(C)C)(N(C)C)=[N+](C)C" homo_lumo_gap_ev=9.73 total_charge=+1
H 2.551 -0.592 -1.162
H 1.665 2.930 0.801
N 1.105 0.854 0.737
H -2.235 -1.132 -1.172
C 1.229 0.821 2.219
H 0.538 1.411 2.838
C -0.679 -1.833 1.612
H -2.460 2.615 -0.402
N 0.095 -1.529 0.453
N -1.986 0.495 0.028
H -2.429 0.426 -2.003
H -1.065 -0.781 2.019
H -1.636 -2.546 1.491
H -0.059 -3.249 -0.882
C -2.275 1.807 0.338
C 1.602 2.081 0.164
H 2.145 1.396 2.295
H 1.046 -0.137 2.507
H 2.556 -0.518 -2.902
H 0.195 -1.043 -1.997
H 2.441 0.928 -2.026
P -0.017 -0.039 -0.110
H 1.043 2.220 -0.702
H 1.534 -2.672 -0.686
C 2.093 -0.078 -1.994
C 0.509 -0.083 -1.847
H 2.552 1.834 -0.242
H -3.767 -0.062 -0.824
C -2.635 -0.055 -1.061
H -3.159 1.959 1.029
H 0.585 -3.525 0.607
H -0.201 -2.204 2.614
C 0.549 -2.791 -0.196
H -1.451 2.408 0.858
H 0.022 0.684 -2.401

20
Properties=species:S:1:pos:R:3 method="wB97M-V/def2-TZVPD" homo_energy_ev=-9.1 de_lowest_kcal_mol=49.5 homo_lumo_gap_ev=9.57 total_charge=0
C 1.121 1.970 1.321
H -0.432 1.910 -0.014
H 0.414 1.737 2.169
H 1.544 -2.649 0.526
O -2.771 0.851 -0.444
C -1.023 -0.888 -0.521
O -1.914 0.232 1.577
C -2.056 0.274 0.391
H 1.181 -2.743 -1.201
N -0.087 -1.534 0.103
N 0.586 1.441 0.063
H -0.725 -1.187 -2.462
H 1.840 -1.258 -0.662
C 1.225 -2.070 -0.343
H 2.110 1.426 1.604
H -2.143 -0.213 -2.095
N -1.196 -0.642 -1.795
H 1.122 1.888 -0.631
H 1.447 3.005 1.299
H -0.242 -1.548 1.116

13
Properties=species:S:1:pos:R:3 method="wB97M-V/def2-TZVPD" homo_energy_ev=-9.6 de_lowest_kcal_mol=43.2 homo_lumo_gap_ev=9.38 total_charge=0
N -0.968 0.158 -0.127
H 0.818 -1.523 -1.467
H 1.173 0.431 -0.018
H -2.138 -0.296 1.461
C -0.167 0.188 2.244
H -0.380 -0.639 -2.424
O -0.434 -0.202 3.357
H 0.267 1.474 -1.126
C 0.327 0.457 -0.718
C -1.144 0.003 1.118
C 0.549 -0.536 -1.857
H 0.778 0.723 2.038
H 1.342 -0.202 -2.533

14
Properties=species:S:1:pos:R:3 method="wB97M-V/def2-TZVPD" homo_energy_ev=-8.3 de_lowest_kcal_mol=82.4 smiles="C=CCCC=O" homo_lumo_gap_ev=8.94 total_charge=0
H 2.432 -1.391 -1.125
H -2.890 -0.569 0.444
H -1.353 -1.156 1.174
C 0.144 0.977 0.039
H 0.186 1.892 -0.511
H 0.853 0.966 0.890
H -0.099 -1.143 -0.711
O 2.581 -0.540 0.523
C -1.236 0.823 0.637
C -1.834 -0.366 0.663
C 0.506 -0.296 -0.848
H 0.449 -0.104 -1.960
C 1.899 -0.768 -0.463
H -1.638 1.674 1.249

14
Properties=species:S:1:pos:R:3 method="wB97M-V/def2-TZVPD" homo_energy_ev=-9.1 de_lowest_kcal_mol=0.0 homo_lumo_gap_ev=7.62 total_charge=0
S -0.188 0.303 1.829
C 0.777 -0.956 -0.585
H 0.285 -0.097 -1.189
H 0.814 -1.885 1.501
H 1.878 -0.824 -0.440
S 3.257 1.913 2.507
H 4.359 2.355 1.798
S 4.868 0.344 -0.099
H -0.769 -1.768 0.580
S 3.487 -1.519 2.655
C 0.225 -1.268 0.779
P 3.871 0.113 1.598
H 0.782 -1.845 -1.202
H 0.276 1.264 1.115

105
Properties=species:S:1:pos:R:3 method="wB97M-V/def2-TZVPD" homo_energy_ev=-7.9 de_lowest_kcal_mol=1.8 homo_lumo_gap_ev=7.46 total_charge=0
C 9.026 10.618 14.574
Br 10.351 18.977 13.969
H 15.303 15.124 12.456
H 11.453 15.015 15.099
Br 18.057 13.911 11.359
C 17.309 14.194 17.100
H 13.511 13.794 18.017
C 12.602 14.736 8.617
C 13.753 10.385 21.132
Br 8.659 15.626 16.733
C 15.662 19.073 16.448
H 13.293 14.047 8.087
H 13.186 13.372 19.694
H 8.960 18.033 16.406
Br 17.212 15.988 13.926
H 13.965 10.234 13.448
H 13.846 18.085 15.617
H 8.401 9.897 12.578
O 16.251 8.504 20.677
H 11.047 13.374 8.973
C 16.691 13.425 12.725
H 9.818 14.961 10.423
C 13.695 20.870 16.558
H 16.475 18.483 15.985
H 14.303 11.957 13.911
H 12.283 9.756 19.664
H 17.440 13.504 19.219
H 11.329 12.462 13.745
H 13.004 14.156 14.867
C 10.833 15.122 10.165
Br 10.158 12.935 19.765
H 9.833 9.947 14.719
C 14.147 8.770 19.197
O 12.681 11.456 15.469
C 12.768 13.870 18.804
H 15.297 14.337 14.085
S 14.884 8.143 20.722
C 13.405 19.526 17.235
H 11.720 13.524 11.295
H 12.786 15.658 8.110
H 10.567 17.256 16.806
H 14.644 11.020 21.134
C 14.468 10.942 14.120
Br 16.067 15.635 19.358
S 9.609 11.987 12.338
H 12.971 15.422 15.992
O 16.205 21.638 15.755
Br 12.469 15.726 19.241
H 13.159 8.526 22.195
H 7.563 11.341 13.063
H 15.071 9.093 18.770
H 18.428 14.908 18.805
C 14.009 9.127 21.914
C 11.533 13.215 18.341
C 12.591 15.190 14.979
H 13.465 10.827 19.063
H 10.963 16.224 9.994
H 14.643 9.235 22.787
O 13.900 16.153 10.602
O 10.663 11.412 11.550
H 8.153 10.272 15.120
S 13.343 14.875 10.270
H 13.755 8.042 18.509
C 10.010 17.135 14.672
C 8.543 10.790 13.130
C 9.493 12.037 15.004
C 9.686 17.236 16.161
H 16.024 19.325 17.467
H 8.683 12.671 15.374
H 17.004 15.140 16.608
H 14.373 17.573 17.261
Br 15.735 13.014 16.639
O 14.214 13.750 10.332
H 12.949 21.153 15.778
H 10.522 14.683 8.032
O 8.740 12.977 11.736
H 9.072 16.806 14.141
H 12.302 19.445 17.324
O 12.827 16.043 13.945
H 10.265 11.931 15.746
H 18.158 13.736 16.628
N 13.706 10.765 15.385
C 14.245 18.445 16.574
O 14.654 20.325 14.199
H 15.480 10.684 14.328
S 15.181 20.594 15.583
H 13.723 19.603 18.282
C 10.271 12.619 13.822
H 10.132 13.704 13.737
H 16.055 12.662 12.292
C 13.386 9.978 19.704
C 11.136 14.464 8.850
O 14.115 9.959 16.188
H 11.931 15.169 12.134
H 17.273 13.058 13.579
H 10.881 16.621 14.412
H 11.018 13.755 17.532
C 11.848 14.584 11.203
H 11.751 12.227 17.881
C 17.482 14.388 18.625
H 13.780 21.730 17.237
Cs 13.864 18.075 12.525
H 12.958 10.942 21.587
O 14.622 6.745 20.933
C 15.943 14.669 13.231

17
Properties=species:S:1:pos:R:3 method="wB97M-V/def2-TZVPD" homo_energy_ev="0.7 / -3.4" multiplicity=2 de_lowest_kcal_mol=3.2 homo_lumo_gap_ev="2.49 / 6.47" total_charge=-1
H 3.208 -1.655 0.093
C 2.995 -0.790 -0.549
H -0.892 1.624 0.726
S 1.699 0.221 0.205
C -0.769 -0.551 1.123
H -1.516 -1.356 1.169
C -1.503 0.713 0.660
H 3.878 -0.156 -0.646
O -3.206 0.969 -1.090
H -0.401 -0.328 2.129
C 0.378 -0.981 0.214
H -1.209 0.761 -1.529
H 0.773 -1.907 0.647
H -2.357 0.905 1.321
H -0.016 -1.231 -0.770
H 2.694 -1.149 -1.526
C -1.998 0.752 -0.767

51
Properties=species:S:1:pos:R:3 method="wB97M-V/def2-TZVPD" homo_energy_ev=-13.7 de_lowest_kcal_mol=0.0 homo_lumo_gap_ev=7.34 total_charge=+2
H 1.853 -1.584 2.294
H -2.601 -1.510 -1.360
Lu -0.130 -0.543 -1.171
C 2.613 -0.704 0.481
C 3.930 -0.361 0.675
H 0.597 -0.732 -4.055
H 1.659 3.219 -1.352
C -1.086 3.442 -1.946
C 1.290 2.187 -1.485
P 0.421 -2.482 0.553
C -4.136 -0.975 0.053
C 3.609 1.567 -0.679
H 1.926 -3.317 -1.118
N 1.830 0.016 -0.377
H -1.418 1.048 1.987
O -1.234 -3.423 -2.674
H 0.288 4.436 0.021
C 1.206 -3.791 -0.444
C -1.877 -0.204 0.268
H -3.749 0.976 2.845
C -3.486 0.442 1.923
C -2.171 0.479 1.436
C 2.029 -1.856 1.234
H -2.149 3.581 -1.730
P -0.392 2.252 -0.726
H 0.709 3.191 1.231
H -1.297 -4.278 -3.170
H -4.901 -1.548 -0.489
C 2.275 1.233 -0.827
H -0.969 3.002 -2.940
O 0.181 -1.334 -3.404
H -0.122 -2.789 2.870
H 5.494 0.995 0.133
H 3.958 2.505 -1.108
H -2.098 -3.429 -2.237
C 4.442 0.737 0.040
H 2.740 -2.701 1.194
H 1.716 -4.447 0.265
H 0.682 -4.240 2.181
C -0.065 -3.455 2.004
H -1.052 -3.892 1.837
H 4.539 -0.953 1.355
C -0.060 3.532 0.537
H 1.152 1.951 -2.561
H -0.967 3.752 1.101
H -5.496 -0.281 1.582
H 0.469 -4.320 -1.040
C -4.462 -0.272 1.216
H -0.165 -2.095 -3.893
H -0.540 4.395 -1.872
C -2.821 -0.946 -0.434